Formula: C44H40BN7O16
Source: the OMol25 dataset
Level of theory: ωB97M-V/def2-TZVPD

Lowest unoccupied orbital energy   -0.034 hartree
Structure (SMILES)   CN(C)B(O)C1=C(O)C(=O)C=CC1=O.O=[N+]([O-])c1ccccc1.O=[N+]([O-])c1ccccc1.O=[N+]([O-])c1ccccc1.O=[N+]([O-])c1ccccc1.O=[N+]([O-])c1ccccc1.O=[N+]([O-])c1ccccc1
Gap between HOMO and LUMO   0.263 Ha

CARTESIAN COORDINATES (ANGSTROEM)
C -2.015 2.247 1.730
N -1.958 2.646 0.312
C -1.232 3.905 0.075
B -3.259 2.604 -0.341
O -3.365 1.927 -1.539
C -4.600 3.279 0.200
C -5.750 2.607 0.144
O -5.849 1.335 -0.324
C -7.069 3.192 0.592
O -8.062 2.515 0.594
C -7.116 4.616 0.989
C -5.984 5.291 1.053
C -4.662 4.647 0.776
O -3.676 5.277 1.067
H -1.717 1.202 1.793
H -1.351 2.863 2.329
H -3.036 2.292 2.133
H -0.199 3.754 -0.180
H -1.280 4.556 0.953
H -1.694 4.463 -0.741
H -2.620 2.178 -2.100
H -5.627 0.747 0.408
H -8.077 5.068 1.179
H -5.978 6.337 1.322
O 0.937 2.068 -1.333
N 0.569 2.590 -2.362
O 0.039 3.690 -2.441
C 0.783 1.852 -3.615
C 1.356 0.592 -3.568
C 1.537 -0.105 -4.751
C 1.151 0.461 -5.961
C 0.585 1.729 -5.990
C 0.397 2.432 -4.810
H 1.656 0.152 -2.628
H 1.978 -1.093 -4.732
H 1.291 -0.089 -6.882
H 0.288 2.171 -6.931
H -0.046 3.414 -4.837
O -1.619 0.946 4.319
N -0.472 0.598 4.517
O 0.051 -0.375 4.008
C 0.341 1.406 5.434
C -0.231 2.503 6.054
C 0.533 3.249 6.936
C 1.852 2.894 7.186
C 2.413 1.795 6.550
C 1.655 1.043 5.667
H -1.257 2.778 5.859
H 0.098 4.107 7.432
H 2.445 3.476 7.880
H 3.441 1.521 6.744
H 2.089 0.184 5.176
O 3.327 -0.734 -8.286
N 4.379 -1.338 -8.372
O 4.683 -2.072 -9.290
C 5.349 -1.169 -7.279
C 5.016 -0.366 -6.202
C 5.922 -0.225 -5.164
C 7.145 -0.881 -5.214
C 7.467 -1.676 -6.307
C 6.565 -1.823 -7.348
H 4.064 0.145 -6.163
H 5.673 0.394 -4.313
H 7.849 -0.774 -4.399
H 8.421 -2.183 -6.345
H 6.814 -2.443 -8.197
O 1.694 -2.286 6.533
N 1.625 -3.476 6.784
O 2.080 -3.996 7.782
C 0.947 -4.342 5.808
C 0.450 -3.783 4.644
C -0.168 -4.604 3.715
C -0.285 -5.965 3.960
C 0.211 -6.511 5.138
C 0.833 -5.696 6.070
H 0.540 -2.723 4.454
H -0.557 -4.180 2.799
H -0.764 -6.606 3.230
H 0.118 -7.569 5.331
H 1.222 -6.120 6.984
O 0.572 -9.842 5.294
N 0.514 -9.992 4.086
O 1.388 -9.665 3.310
C -0.702 -10.602 3.532
C -1.732 -10.951 4.387
C -2.886 -11.506 3.857
C -2.996 -11.708 2.488
C -1.949 -11.361 1.644
C -0.793 -10.804 2.166
H -1.647 -10.793 5.452
H -3.702 -11.778 4.513
H -3.900 -12.137 2.077
H -2.035 -11.522 0.578
H 0.021 -10.531 1.510
O -0.274 5.201 -5.757
N -0.743 6.325 -5.805
O -1.615 6.675 -6.571
C -0.210 7.321 -4.866
C 0.804 6.954 -4.000
C 1.318 7.902 -3.129
C 0.813 9.195 -3.132
C -0.213 9.544 -4.001
C -0.730 8.603 -4.876
H 1.195 5.947 -3.997
H 2.114 7.631 -2.450
H 1.219 9.934 -2.453
H -0.607 10.551 -3.999
H -1.526 8.874 -5.554